Computed, not measured: a single C5H9OP molecule at a distorted geometry, with the ωB97M-V functional and the def2-TZVPD basis.

Geometry as ORCA input:
```
! RIJCOSX wB97M-V def2-TZVPD def2/J DEFGRID3
* xyz 0 3
C -0.06183 2.52564 -0.71948
C 0.67736 1.26461 -0.00660
C -0.53702 0.43936 0.79204
C -0.36699 -1.68041 -0.50382
C -0.66777 -0.96411 0.89754
O -2.89612 2.07783 0.21655
P -1.56493 1.58824 -0.07514
H 0.34202 3.45896 -0.38907
H -0.02572 2.56895 -1.88768
H 1.41915 0.65981 -0.61547
H 1.39434 1.78130 0.70545
H -1.06670 -1.24560 -1.15630
H -0.50958 -2.76413 -0.34489
H 0.68093 -1.50077 -0.67501
H 0.10296 -1.52247 1.53413
H -1.69195 -1.32914 1.22105
*
```

ΔE to the lowest compared entry with this formula, charge and spin	0.711	eV
⟨S²⟩	2.009
frontier orbital gap (spin up / spin down)	7.391 / 8.761	eV
max |F|	4.6	eV Å⁻¹

Partial charges, Mulliken, in e: atom 1 (C): -0.690, atom 2 (C): -0.255, atom 3 (C): -0.025, atom 4 (C): -1.204, atom 5 (C): -0.373, atom 6 (O): -0.620, atom 7 (P): 0.323, atom 8 (H): 0.362, atom 9 (H): 0.266, atom 10 (H): 0.275, atom 11 (H): 0.291, atom 12 (H): 0.420, atom 13 (H): 0.360, atom 14 (H): 0.307, atom 15 (H): 0.275, atom 16 (H): 0.288


Computed, not measured: 2 unconnected molecules or ions with the total composition C6H7NO2S at a distorted geometry, with the ωB97M-V functional and the def2-TZVPD basis.

Geometry as ORCA input:
```
! RIJCOSX wB97M-V def2-TZVPD def2/J DEFGRID3
* xyz 0 1
C 1.62524 -1.19229 -1.59416
C 2.11422 -1.59757 -0.35933
C 0.56658 -0.33982 -1.61312
C 1.44679 -1.30825 0.80964
C -0.22866 -0.00846 -0.47238
C -2.18727 1.53102 0.96562
N 0.27601 -0.64961 0.66506
O -2.78985 1.94591 -0.11640
O -1.04612 2.11441 1.25537
S -2.85999 0.44311 1.96359
H 2.22022 -1.40037 -2.43426
H 3.16693 -1.99355 -0.26127
H 0.35871 0.12126 -2.62753
H 1.69324 -1.41284 1.91194
H -3.68155 1.75007 -0.15831
H -0.47664 2.38438 0.46523
H -0.19785 -0.38738 1.60030
*
```

ΔE to the lowest compared entry with this formula, charge and spin	2.859	eV
frontier orbital gap	8.690	eV
max |F|	4.1	eV Å⁻¹

Partial charges, Mulliken, in e: atom 1 (C): -0.119, atom 2 (C): -0.510, atom 3 (C): -0.504, atom 4 (C): -0.068, atom 5 (C): -0.364, atom 6 (C): 0.499, atom 7 (N): 0.049, atom 8 (O): -0.396, atom 9 (O): -0.404, atom 10 (S): -0.371, atom 11 (H): 0.427, atom 12 (H): 0.261, atom 13 (H): 0.254, atom 14 (H): 0.313, atom 15 (H): 0.331, atom 16 (H): 0.385, atom 17 (H): 0.217


Computed, not measured: a single C3H7ClN2S molecule at a distorted geometry, with the ωB97M-V functional and the def2-TZVPD basis.

Geometry as ORCA input:
```
! RIJCOSX wB97M-V def2-TZVPD def2/J DEFGRID3
* xyz 0 1
C -0.74892 0.73138 -0.17220
C 0.59837 0.27399 -0.68577
C 1.46563 -0.26999 0.45447
H -1.19452 -2.48984 0.75865
H -2.48446 0.17095 0.63725
H -0.41761 2.55329 -0.38162
H 1.09515 1.10949 -1.16818
H 0.48501 -0.53579 -1.43562
H 0.98893 -1.11540 0.93484
H 1.59165 0.47287 1.22312
N -1.58871 -0.25461 0.33528
N -1.15094 1.93919 -0.06818
S -1.71303 -1.82783 -0.29565
Cl 3.07346 -0.75770 -0.13642
*
```

ΔE to the lowest compared entry with this formula, charge and spin	0.000	eV
frontier orbital gap	10.287	eV
max |F|	1.2	eV Å⁻¹
SMILES	[H]/N=C(\CCCl)NS

Partial charges, Mulliken, in e: atom 1 (C): 0.565, atom 2 (C): -0.788, atom 3 (C): -0.323, atom 4 (H): 0.125, atom 5 (H): 0.326, atom 6 (H): 0.243, atom 7 (H): 0.367, atom 8 (H): 0.341, atom 9 (H): 0.224, atom 10 (H): 0.343, atom 11 (N): -0.289, atom 12 (N): -0.776, atom 13 (S): -0.151, atom 14 (Cl): -0.206


Computed, not measured: a single C24H21NO5 molecule at a distorted geometry, with the ωB97M-V functional and the def2-TZVPD basis.

Geometry as ORCA input:
```
! RIJCOSX wB97M-V def2-TZVPD def2/J DEFGRID3
* xyz 0 1
C -5.39862 0.74341 -0.84413
C -4.27738 1.62242 -0.30954
H -3.85546 2.23398 -1.11324
H -4.62720 2.26470 0.50089
O -3.22904 0.84258 0.26674
C -2.32382 0.33900 -0.57386
O -2.35767 0.45829 -1.77113
C -1.25224 -0.40082 0.15965
C -1.55224 -1.52019 0.94093
N -0.61405 -2.22222 1.57769
C 0.63394 -1.83300 1.43821
C 1.04591 -0.74067 0.65006
C 0.08350 0.01168 -0.01194
C 0.41181 1.14516 -0.88808
C 1.27302 0.89576 -1.95587
C 1.55149 1.87601 -2.89389
C 0.93643 3.12363 -2.76892
C 0.11086 3.38526 -1.70136
C -0.15205 2.41323 -0.73775
O -0.96528 2.79891 0.30099
C -0.64785 2.36534 1.60618
H -0.88059 3.19839 2.27220
H 0.41187 2.11626 1.70105
H -1.25215 1.50100 1.89945
H -0.35244 4.35234 -1.58436
H 1.13764 3.87613 -3.51423
O 2.38531 1.72048 -3.95768
C 3.09075 0.50871 -4.07793
H 2.41467 -0.33373 -4.25834
H 3.74576 0.63320 -4.93895
H 3.69389 0.30825 -3.18681
H 1.69139 -0.09401 -2.04327
C 2.51900 -0.58692 0.76037
O 3.22716 0.25584 0.26021
C 2.94004 -1.70013 1.65647
C 4.20347 -2.04427 2.08944
C 4.33189 -3.14284 2.93452
C 3.22057 -3.86936 3.32888
C 1.94297 -3.52592 2.89453
C 1.81331 -2.43843 2.05738
H 1.07514 -4.08907 3.19934
H 3.34666 -4.71757 3.98561
H 5.31078 -3.43143 3.28744
H 5.06389 -1.47187 1.77763
C -2.95307 -2.01575 1.09840
H -2.93782 -2.96399 1.62789
H -3.54186 -1.29739 1.66597
H -3.42419 -2.14579 0.12590
H -6.20242 1.36959 -1.22024
H -5.78747 0.10265 -0.05579
H -5.02825 0.12316 -1.65669
*
```

ΔE to the lowest compared entry with this formula, charge and spin	0.000	eV
frontier orbital gap	7.203	eV
max |F|	1.0	eV Å⁻¹
SMILES	CCOC(=O)c1c(C)nc2c(c1-c1cc(OC)ccc1OC)C(=O)c1ccccc1-2

Partial charges, Mulliken, in e: atom 1 (C): -1.178, atom 2 (C): -0.232, atom 3 (H): 0.301, atom 4 (H): 0.359, atom 5 (O): -0.247, atom 6 (C): -0.132, atom 7 (O): -0.582, atom 8 (C): 0.045, atom 9 (C): 0.659, atom 10 (N): -0.692, atom 11 (C): -0.353, atom 12 (C): 0.232, atom 13 (C): 0.771, atom 14 (C): 0.801, atom 15 (C): -0.216, atom 16 (C): 0.270, atom 17 (C): -0.708, atom 18 (C): -0.555, atom 19 (C): 0.166, atom 20 (O): -0.520, atom 21 (C): -0.721, atom 22 (H): 0.356, atom 23 (H): 0.324, atom 24 (H): 0.230, atom 25 (H): 0.440, atom 26 (H): 0.457, atom 27 (O): -0.488, atom 28 (C): -0.754, atom 29 (H): 0.286, atom 30 (H): 0.242, atom 31 (H): 0.316, atom 32 (H): 0.541, atom 33 (C): 0.545, atom 34 (O): -0.648, atom 35 (C): -0.262, atom 36 (C): -0.404, atom 37 (C): -0.506, atom 38 (C): -0.609, atom 39 (C): -0.116, atom 40 (C): -0.042, atom 41 (H): 0.532, atom 42 (H): 0.402, atom 43 (H): 0.401, atom 44 (H): 0.509, atom 45 (C): -1.168, atom 46 (H): 0.400, atom 47 (H): 0.190, atom 48 (H): 0.364, atom 49 (H): 0.422, atom 50 (H): 0.275, atom 51 (H): 0.297


Computed, not measured: a molecular structure, C18H37IrO2P3 at a distorted geometry, with the ωB97M-V functional and the def2-TZVPD basis.

Geometry as ORCA input:
```
! RIJCOSX wB97M-V def2-TZVPD def2/J DEFGRID3
* xyz 4 6
Ir 0.12102 -1.70210 0.73771
P 1.17830 -0.59563 2.43037
P -1.73629 -2.29078 2.08323
P 2.06517 -0.67470 -0.89079
H -0.54858 0.50147 -0.31454
C -1.17066 -0.40401 -0.27592
C -0.94410 -1.65750 -0.98177
H -1.79481 -2.36042 -1.02034
C 0.52011 1.10778 2.33623
C 0.93002 -1.08920 4.18301
C 2.99931 -0.36198 2.44578
C -3.06381 -2.89852 0.97905
C -1.37483 -3.60619 3.30575
C -2.46120 -0.87914 3.02633
C 1.91921 -0.77026 -2.72533
C 3.77606 -1.34219 -0.72168
C 2.24492 1.14864 -0.72501
H -2.23085 -0.18396 -0.05456
H -0.26985 -1.53102 -1.81687
H 0.69153 1.59053 3.30282
H -0.55000 1.11270 2.11227
H 1.05440 1.68001 1.57407
H 1.69393 -0.58065 4.78682
H 1.08414 -2.17075 4.29682
H -0.05198 -0.79832 4.57307
H 3.31811 0.47359 1.81070
H 3.49472 -1.29030 2.13166
H 3.31050 -0.13481 3.47652
H -3.93504 -3.23316 1.56096
H -2.66089 -3.73334 0.39732
H -3.35337 -2.09874 0.29034
H -1.17687 -3.18751 4.30486
H -0.48491 -4.15836 2.96497
H -2.23595 -4.29022 3.35222
H -3.48137 -1.14592 3.34229
H -2.51975 0.00519 2.38022
H -1.85895 -0.64869 3.91457
H 2.89369 -1.06035 -3.14842
H 1.61487 0.20937 -3.12435
H 1.16888 -1.51749 -2.99226
H 4.25577 -1.33971 -1.71241
H 3.71679 -2.38251 -0.36682
H 4.37174 -0.74205 -0.01997
H 2.82968 1.51025 -1.57878
H 2.76385 1.43261 0.19318
H 1.25780 1.62401 -0.77781
C -1.03430 3.24697 -3.08086
C -1.29949 4.53594 -2.57365
C -1.74291 5.54390 -3.45859
C -1.92918 5.25609 -4.82706
C -1.67116 3.96516 -5.30959
C -1.21108 2.97120 -4.45321
O -1.06680 2.16593 -2.22288
H -1.49900 1.49113 -2.75441
H -1.29993 4.69881 -1.49450
H -2.01475 6.54718 -3.08058
H -2.27128 6.03603 -5.52060
H -1.82460 3.74538 -6.36475
H -1.19783 1.92526 -4.73379
O 1.63915 -4.32049 0.29893
C 1.05269 -3.34416 0.53007
*
```

ΔE to the lowest compared entry with this formula, charge and spin	1.611	eV
⟨S²⟩	8.767
frontier orbital gap (spin up / spin down)	2.149 / 1.916	eV
max |F|	5.5	eV Å⁻¹

Partial charges, Mulliken, in e: atom 1 (Ir): 1.084, atom 2 (P): 0.722, atom 3 (P): 0.953, atom 4 (P): 0.903, atom 5 (H): 0.233, atom 6 (C): -0.805, atom 7 (C): -0.589, atom 8 (H): 0.347, atom 9 (C): -1.157, atom 10 (C): -1.297, atom 11 (C): -1.291, atom 12 (C): -1.396, atom 13 (C): -1.211, atom 14 (C): -1.116, atom 15 (C): -1.486, atom 16 (C): -1.373, atom 17 (C): -1.328, atom 18 (H): 0.604, atom 19 (H): 0.001, atom 20 (H): 0.493, atom 21 (H): 0.201, atom 22 (H): 0.318, atom 23 (H): 0.534, atom 24 (H): 0.400, atom 25 (H): 0.275, atom 26 (H): 0.343, atom 27 (H): 0.386, atom 28 (H): 0.564, atom 29 (H): 0.521, atom 30 (H): 0.423, atom 31 (H): 0.326, atom 32 (H): 0.425, atom 33 (H): 0.361, atom 34 (H): 0.459, atom 35 (H): 0.475, atom 36 (H): 0.281, atom 37 (H): 0.272, atom 38 (H): 0.478, atom 39 (H): 0.271, atom 40 (H): 0.506, atom 41 (H): 0.504, atom 42 (H): 0.328, atom 43 (H): 0.388, atom 44 (H): 0.550, atom 45 (H): 0.349, atom 46 (H): 0.121, atom 47 (C): 1.110, atom 48 (C): -0.308, atom 49 (C): -0.299, atom 50 (C): -0.378, atom 51 (C): -0.463, atom 52 (C): -0.211, atom 53 (O): -0.143, atom 54 (H): 0.232, atom 55 (H): 0.467, atom 56 (H): 0.458, atom 57 (H): 0.479, atom 58 (H): 0.462, atom 59 (H): 0.437, atom 60 (O): -0.355, atom 61 (C): 0.162


Computed, not measured: a molecular structure, C13H26BeN6O6 at a distorted geometry, with the ωB97M-V functional and the def2-TZVPD basis.

Geometry as ORCA input:
```
! RIJCOSX wB97M-V def2-TZVPD def2/J DEFGRID3
* xyz 0 1
O -0.53214 -1.15874 -3.65739
H -0.92824 -1.05738 -4.54302
Be 0.85682 0.32255 0.58801
N 1.44485 -0.78325 -0.61862
N -1.35327 -1.51748 -0.83985
N 1.32189 1.86528 0.12149
N -0.75398 0.88260 0.99302
O 2.64317 -0.37820 -0.93275
O 2.34424 2.15523 -0.71233
O -1.73207 0.26843 1.60790
O -2.12881 -1.76397 0.27214
C -0.29204 -2.39530 -0.88959
C 1.05474 -1.98884 -1.07822
C 0.41111 2.80146 0.41075
C -0.75326 2.23783 1.01645
C 2.09311 -2.84667 -1.73054
H 2.17790 -2.55789 -2.78978
H 1.82080 -3.90674 -1.68167
H 3.06134 -2.69707 -1.23730
C -0.60252 -3.80089 -0.51202
H -1.52536 -4.14926 -1.00227
H -0.72327 -3.87925 0.58148
H 0.21600 -4.46539 -0.80500
C 0.60525 4.23275 0.08013
C -1.81847 3.05371 1.65214
H 1.22719 4.32395 -0.81794
H 1.09681 4.76590 0.90648
H -0.37251 4.69476 -0.11010
H -2.57852 2.40507 2.09579
H -2.29021 3.72204 0.92263
H -1.40534 3.70494 2.43553
H 2.62532 1.18627 -0.95180
H -1.97912 -0.90740 0.88266
C -2.17446 -1.14525 -1.95210
H -1.36597 -1.34613 -2.98062
H -2.31070 -0.05765 -1.95190
H -3.10545 -1.71329 -2.02998
O 0.49863 1.09348 -2.36591
H 0.14552 0.34538 -2.91296
H 1.16152 1.52893 -2.93878
C 3.36957 0.89358 4.99006
N 2.59803 0.23602 3.94832
C 2.18438 -1.09512 3.95415
C 1.48921 -1.29995 2.80015
N 1.49634 -0.11236 2.08859
C 2.15049 0.80071 2.80097
H 2.88054 0.75426 5.96445
H 4.38498 0.47423 5.04684
H 3.43251 1.96422 4.76702
H 2.40120 -1.77337 4.75934
H 0.99527 -2.18181 2.41027
H 2.33146 1.83895 2.53248
*
```

frontier orbital gap (spin up / spin down)	5.068 / 5.071	eV
max |F|	3.8	eV Å⁻¹

Partial charges, Mulliken, in e: atom 1 (O): -0.777, atom 2 (H): 0.132, atom 3 (Be): -0.960, atom 4 (N): 1.398, atom 5 (N): 0.980, atom 6 (N): 0.707, atom 7 (N): 1.212, atom 8 (O): -0.894, atom 9 (O): -0.625, atom 10 (O): -0.875, atom 11 (O): -0.645, atom 12 (C): 0.164, atom 13 (C): 0.307, atom 14 (C): 0.598, atom 15 (C): 0.110, atom 16 (C): -1.520, atom 17 (H): 0.250, atom 18 (H): 0.433, atom 19 (H): 0.353, atom 20 (C): -1.585, atom 21 (H): 0.335, atom 22 (H): 0.231, atom 23 (H): 0.503, atom 24 (C): -1.507, atom 25 (C): -1.764, atom 26 (H): 0.398, atom 27 (H): 0.280, atom 28 (H): 0.368, atom 29 (H): 0.370, atom 30 (H): 0.360, atom 31 (H): 0.342, atom 32 (H): 0.478, atom 33 (H): 0.509, atom 34 (C): -1.234, atom 35 (H): 0.418, atom 36 (H): 0.224, atom 37 (H): 0.223, atom 38 (O): -0.540, atom 39 (H): 0.289, atom 40 (H): 0.275, atom 41 (C): -0.871, atom 42 (N): 0.191, atom 43 (C): -0.605, atom 44 (C): -0.322, atom 45 (N): 0.272, atom 46 (C): -0.132, atom 47 (H): 0.338, atom 48 (H): 0.333, atom 49 (H): 0.283, atom 50 (H): 0.449, atom 51 (H): 0.392, atom 52 (H): 0.349


Question: The highest max |F| belongs to which entry?
Answer: C18H37IrO2P3